No. 1
DFT (the ωB97M-V functional and the def2-TZVPD basis) results for 14 unconnected molecules or ions with the total composition C40H114N6O18.

The geometry in XYZ format:
```
178
C40H114N6O18 (the ωB97M-V functional and the def2-TZVPD basis)
C -2.35354 9.03121 21.09661
O -1.07467 9.59189 21.17330
H -3.00168 9.71393 21.64606
H -2.69671 8.75335 20.10005
H -2.41766 8.11224 21.67925
H -0.64349 9.55545 20.31637
C -17.13514 7.61717 11.43560
O -17.28373 8.04898 10.11171
H -16.73981 8.42926 12.04578
H -18.10897 7.41968 11.88364
H -16.51138 6.72601 11.50531
H -17.27404 7.22277 9.62296
C -10.33125 -5.59700 22.70918
O -11.72805 -5.52465 22.34482
H -9.69717 -5.35266 21.85692
H -10.12129 -4.93209 23.54698
H -10.19522 -6.58983 23.13801
H -12.10613 -4.64821 22.44733
C -17.03973 4.03179 19.00708
O -17.53350 2.69049 19.07957
H -17.83723 4.69914 19.33379
H -16.17616 4.21458 19.64656
H -16.90722 4.23348 17.94414
H -16.76238 2.19004 19.35623
C -8.30227 0.77003 16.15234
O -9.48056 1.20009 16.80034
H -7.69229 1.66720 16.25775
H -7.80418 -0.13157 16.50888
H -8.58242 0.57253 15.11764
H -9.65327 2.13245 16.65039
C -12.54905 0.57288 22.71436
O -12.92561 0.20127 21.41595
H -13.22212 0.04110 23.38691
H -11.54605 0.20897 22.93720
H -12.65197 1.64892 22.85446
H -12.14286 0.40385 20.89842
C 1.39090 5.40568 25.70042
O 1.32479 6.83048 25.65021
H 0.61435 4.90807 25.11954
H 2.38147 5.13299 25.33640
H 1.36019 5.10873 26.74875
H 1.28983 7.00366 24.70661
C -9.67487 11.77347 26.66052
O -9.61712 10.83040 25.60255
H -10.16478 11.41581 27.56615
H -8.69101 12.02816 27.05455
H -10.19577 12.67799 26.34654
H -10.41305 10.82702 25.06580
C -3.93908 5.11338 11.36708
O -3.73099 5.35600 12.76902
C -3.03422 4.26496 13.35288
C -2.53045 4.67585 14.72463
N -1.56580 3.66029 15.22721
C -1.46019 3.80386 16.63846
C -0.73424 2.54626 17.22971
O 0.56683 2.42971 16.69307
C 1.48221 1.59802 17.43474
H -4.16171 6.04931 10.85467
H -4.69056 4.37301 11.09280
H -2.98823 4.76284 10.96572
H -2.13539 3.99447 12.79878
H -3.71840 3.41767 13.39878
H -3.40136 4.73724 15.37720
H -1.95760 5.60307 14.71049
H -1.80596 2.72968 14.91677
H -2.40854 3.93397 17.15981
H -0.84751 4.68257 16.83996
H -1.23933 1.62319 16.94526
H -0.70473 2.55850 18.31924
H 0.94879 0.76027 17.88388
H 2.01942 2.14813 18.20732
H 2.30780 1.33959 16.77162
C -6.59868 1.09649 20.60446
O -7.43948 2.24580 20.48470
C -7.01539 3.41564 21.22953
C -7.98958 4.53341 21.00256
N -7.96561 4.97222 19.62085
C -9.12393 5.83784 19.28828
C -9.14924 6.16547 17.77961
O -9.84726 5.01982 17.20090
C -9.85607 4.90854 15.76390
H -7.08130 0.26282 20.09440
H -6.47957 0.83382 21.65561
H -5.59150 1.19812 20.20030
H -6.01761 3.73188 20.92534
H -6.98109 3.14647 22.28522
H -7.79686 5.31507 21.73737
H -8.98569 4.21513 21.31006
H -7.92236 4.22901 18.93830
H -9.19968 6.68402 19.97118
H -10.08879 5.36496 19.47141
H -8.18861 6.27669 17.27668
H -9.75380 7.05951 17.62697
H -8.86667 4.69167 15.36124
H -10.22508 5.76202 15.19512
H -10.44161 4.04952 15.43629
C -9.03378 7.09044 27.69517
O -9.61850 5.93609 27.20340
C -10.89748 5.54091 27.82751
C -12.05155 6.55392 27.70590
N -12.38518 6.87973 26.34707
C -13.51865 7.81747 26.34529
C -14.09122 8.13795 24.92082
O -13.11066 8.76127 24.04600
C -13.73634 9.15331 22.79239
H -8.48961 6.92915 28.62573
H -9.68791 7.94511 27.86773
H -8.24092 7.32370 26.98450
H -10.67203 5.35636 28.87784
H -11.05904 4.62327 27.26189
H -11.81332 7.44576 28.28554
H -12.93027 6.17678 28.22907
H -11.64427 7.31194 25.81384
H -13.11974 8.76218 26.71476
H -14.36349 7.46728 26.93836
H -14.93015 8.82246 25.04630
H -14.45794 7.21044 24.48112
H -14.08174 8.26693 22.26029
H -12.95335 9.64736 22.21713
H -14.60481 9.78301 22.98557
C -12.61599 17.46977 0.27505
O -13.26694 16.21638 0.53715
C -14.56056 16.27404 1.16189
C -15.13941 14.87556 1.21626
N -14.55676 14.07958 2.26954
C -14.84437 12.70390 2.07496
C -14.26336 11.73552 3.10664
O -12.79627 11.75644 3.16733
C -12.31480 10.90710 4.21484
H -11.57239 17.23992 0.06015
H -12.66389 18.15419 1.12202
H -13.12446 18.03496 -0.50605
H -15.29516 16.97205 0.76031
H -14.40481 16.55369 2.20383
H -14.94001 14.39647 0.25770
H -16.22159 14.83243 1.33922
H -13.55502 14.20666 2.29082
H -14.50799 12.31751 1.11286
H -15.92121 12.53787 2.10585
H -14.68444 10.74036 2.96374
H -14.65308 11.99714 4.09041
H -12.65706 9.87273 4.18233
H -12.62047 11.35230 5.16166
H -11.22757 10.85539 4.15700
C -1.05555 -5.79130 20.98609
C -0.49639 -6.12659 22.36546
C -0.77422 -5.14931 23.46177
O -0.14296 -3.88737 23.29260
C -0.27900 -3.00941 24.37297
N -0.99720 -7.43421 22.79180
H -0.56655 -4.92990 20.53114
H -2.11875 -5.57868 21.09777
H -0.93807 -6.58049 20.24349
H 0.59051 -6.16855 22.29499
H -0.35526 -5.53954 24.38929
H -1.84469 -5.01633 23.61832
H 0.10573 -3.40401 25.31338
H -1.31516 -2.84970 24.67120
H 0.21563 -2.05323 24.20222
H -0.67006 -8.11647 22.12278
H -0.40682 -7.69327 23.56927
C -8.76096 13.01312 13.14826
C -8.39333 14.33579 13.85405
C -7.76614 14.21555 15.29155
O -8.71227 13.61573 16.16500
C -8.39619 13.81190 17.50958
N -7.55404 15.15771 12.97471
H -7.92142 12.31929 13.10509
H -9.02618 13.07141 12.09262
H -9.55617 12.48137 13.67074
H -9.27556 14.94760 14.04230
H -7.56151 15.24176 15.59668
H -6.89713 13.55785 15.31010
H -8.62302 14.76776 17.98175
H -7.40494 13.46553 17.80207
H -8.95625 13.16697 18.18671
H -8.01275 15.49200 12.13928
H -7.39456 16.00256 13.50470
```

***

No. 2
DFT (the ωB97M-V functional and the def2-TZVPD basis) results for C2H6BNO4 in the gas phase.

Its structure (SMILES) is N[C@H](B(O)O)C(=O)O. As for the energy above the lowest of the compared OMol25 structures with the same formula, charge and spin: 14.1 kcal per mole.

The geometry in XYZ format:
```
14
C2H6BNO4 (the ωB97M-V functional and the def2-TZVPD basis)
N 1.29041 -0.26657 0.88071
C 0.24779 -0.49424 -0.12482
B -0.23593 0.95050 -0.71662
O -1.08355 0.88033 -1.79728
O 0.16349 2.13085 -0.15303
C -0.74918 -1.48354 0.41282
O -1.44702 -2.14515 -0.30453
O -0.79416 -1.64334 1.70002
H 1.64303 0.58177 0.58740
H 1.83155 -1.00774 1.13174
H 0.76372 -1.09232 -1.17308
H -1.33321 1.67359 -2.25993
H -0.10729 3.03769 -0.37046
H -0.18965 -1.12183 2.18704
```

***

No. 3
DFT (the ωB97M-V functional and the def2-TZVPD basis) results for a molecular structure, C10H23N2O9SZn.

As for the energy above the lowest of the compared OMol25 structures with the same formula, charge and spin: 20.7 kcal per mole. Its charge is -1.

The geometry in XYZ format:
```
46
C10H23N2O9SZn (the ωB97M-V functional and the def2-TZVPD basis)
Zn -9.87274 18.10803 -4.62248
C -6.94194 18.79850 -2.01480
C -8.14091 18.63729 -2.94410
O -8.32081 19.42464 -3.92847
O -8.91684 17.67276 -2.78093
H -7.38864 18.92081 -1.03043
H -6.21818 19.53721 -2.34753
H -6.37526 17.86332 -2.04128
S -12.41452 17.83995 -4.26804
O -13.49821 18.15882 -5.19283
O -11.49821 18.99142 -4.06050
O -12.92556 17.35319 -2.98666
O -11.47594 16.82066 -4.81047
O -8.80122 16.67284 -5.60092
C -7.88371 15.89731 -5.85070
N -7.48095 15.71974 -7.13194
C -7.08924 15.26057 -4.75987
H -6.85316 14.99563 -7.42537
H -8.03568 16.17759 -7.84974
H -6.57325 14.36095 -5.09033
H -7.72169 15.06879 -3.89217
H -6.41038 16.01372 -4.35080
C -9.11915 21.99869 -9.18085
O -9.51294 21.72828 -7.87751
C -10.86140 21.25335 -7.62510
C -10.74646 20.27368 -6.48054
N -10.00581 19.03282 -6.71852
C -10.70417 18.13706 -7.65763
C -10.22659 18.18995 -9.09310
O -9.19314 17.23114 -9.25242
C -8.53970 17.21713 -10.49023
H -9.67498 22.80629 -9.67736
H -9.28552 21.16137 -9.88034
H -8.05243 22.20562 -9.18532
H -11.23569 20.84756 -8.57139
H -11.49713 22.07992 -7.30395
H -11.76655 20.10581 -6.11955
H -10.28395 20.85413 -5.67789
H -9.18036 19.45616 -7.14985
H -11.77459 18.28313 -7.46635
H -10.66605 17.09591 -7.31754
H -9.86236 19.16931 -9.42470
H -11.07892 17.95655 -9.74960
H -7.73335 17.95478 -10.52697
H -9.19844 17.26711 -11.36269
H -8.07216 16.23060 -10.58934
```

***

Number 1: Kohn-Sham gap 9.0 eV, HOMO energy -0.321 hartree. Number 2: Kohn-Sham gap 9.6 eV, HOMO energy -0.352 hartree. Number 3: Kohn-Sham gap 6.5 eV, HOMO energy -0.158 hartree.